Formula: C4H5NO
Source: the Open Molecules 2025 dataset
Level of theory: ωB97M-V with the def2-TZVPD basis set

SMILES string: [H]/N=C1/C=CCO1
spin multiplicity: 1
HOMO-LUMO gap: 10.347 eV
energy relative to the best compared isomer or geometry (same formula, charge and spin): 0.9233 eV

Element x y z (Å)
N -0.449 2.108 0.830
C -0.273 0.894 0.525
C -0.868 0.317 -0.673
C -0.171 -0.769 -0.969
C 0.696 -1.138 0.197
O 0.607 -0.007 1.076
H 0.235 2.413 1.508
H -1.643 0.848 -1.209
H -0.171 -1.298 -1.904
H 1.738 -1.334 -0.077
H 0.299 -2.036 0.695

Formula: C4H10N2O
Source: the Open Molecules 2025 dataset
Level of theory: ωB97M-V with the def2-TZVPD basis set

SMILES string: C=C(CO)C(N)N
spin multiplicity: 1
HOMO-LUMO gap: 9.586 eV
energy relative to the best compared isomer or geometry (same formula, charge and spin): 3.7041 eV

Element x y z (Å)
C -1.076 -0.236 0.347
C 1.207 -0.962 0.553
C 0.646 0.241 0.045
N -1.451 -0.977 -0.823
N -1.889 0.920 0.593
C 0.948 1.387 -0.507
O 2.812 -0.722 0.226
H 2.945 -0.880 -0.717
H -1.174 -0.891 1.217
H -1.847 1.590 -0.167
H -2.406 -1.315 -0.753
H -1.375 -0.408 -1.658
H -1.639 1.384 1.458
H 0.893 -1.866 0.029
H 1.241 -1.020 1.639
H 1.979 1.654 -0.685
H 0.187 2.101 -0.795

Formula: C3H11N2S
Source: the Open Molecules 2025 dataset
Level of theory: ωB97M-V with the def2-TZVPD basis set

spin multiplicity: 1
net charge: +1
HOMO-LUMO gap: 8.471 eV
energy relative to the best compared isomer or geometry (same formula, charge and spin): 1.2813 eV

Element x y z (Å)
C -3.046 -0.505 0.988
C -1.594 -0.440 0.663
S -1.444 1.069 -0.452
H -3.600 -0.743 0.161
H -3.368 0.487 1.357
H -3.214 -1.401 1.769
H -0.965 -0.332 1.621
H -1.139 -1.323 0.215
H -2.694 1.167 -0.971
N 1.535 0.574 -1.000
C 2.628 0.401 -0.201
N 3.711 -0.271 -0.572
H 1.557 0.131 -1.875
H 0.820 1.248 -0.755
H 2.640 0.993 0.646
H 4.612 -0.350 -0.132
H 3.560 -0.704 -1.465

Formula: C4H7ClO2S2
Source: the Open Molecules 2025 dataset
Level of theory: ωB97M-V with the def2-TZVPD basis set

SMILES string: O=S1(=O)CCC[C@@H]1SCl
spin multiplicity: 1
HOMO-LUMO gap: 9.049 eV
energy relative to the best compared isomer or geometry (same formula, charge and spin): 0.1055 eV

Element x y z (Å)
C -0.599 0.023 -0.005
C 0.471 1.105 -0.229
C -0.048 -1.288 -0.535
C 1.710 0.540 0.378
O 2.152 -2.034 0.870
O 2.459 -1.322 -1.456
S 3.524 1.534 -0.249
S 1.754 -1.178 -0.214
Cl 4.770 -0.004 -0.099
H -0.798 -0.062 1.065
H -1.530 0.295 -0.503
H 0.627 1.263 -1.297
H 0.182 2.050 0.230
H -0.435 -2.167 -0.031
H -0.158 -1.386 -1.611
H 1.784 0.569 1.457

Formula: C22H32InN5O6
Source: the Open Molecules 2025 dataset
Level of theory: ωB97M-V with the def2-TZVPD basis set

spin multiplicity: 1
net charge: +2
HOMO-LUMO gap: 9.092 eV

Element x y z (Å)
In -0.140 -0.495 -0.071
C -0.210 -2.294 -2.702
C 1.003 -2.749 -1.909
N 0.783 -2.585 -0.454
C -0.033 -3.638 0.177
C -1.504 -3.288 0.215
C -2.489 -4.256 0.284
C -3.816 -3.852 0.314
C -4.125 -2.501 0.244
C -3.089 -1.588 0.175
C -3.327 -0.095 0.100
N -2.207 0.613 -0.535
C -2.313 0.771 -2.001
C -1.909 -0.503 -2.725
N -0.532 -0.897 -2.362
N -1.814 -1.989 0.187
H -1.079 -2.907 -2.454
H -0.023 -2.422 -3.769
H 1.872 -2.141 -2.172
H 1.241 -3.787 -2.151
H 1.689 -2.546 -0.003
H 0.316 -3.764 1.203
H 0.100 -4.593 -0.335
H -2.224 -5.305 0.304
H -4.607 -4.588 0.367
H -5.152 -2.162 0.232
H -3.440 0.289 1.117
H -4.270 0.096 -0.418
H -2.122 1.528 -0.110
H -1.648 1.587 -2.287
H -3.328 1.049 -2.294
H -2.010 -0.357 -3.802
H -2.571 -1.326 -2.451
H 0.119 -0.274 -2.836
C -0.828 -1.018 3.090
O 0.284 -1.249 2.205
C 1.496 -0.738 2.783
C 2.634 -1.086 1.865
O 2.400 -0.535 0.564
C 3.476 0.304 0.101
H -0.622 -1.468 4.061
H -1.702 -1.499 2.658
H -0.997 0.054 3.206
H 1.647 -1.203 3.760
H 1.404 0.343 2.906
H 2.744 -2.172 1.779
H 3.564 -0.699 2.284
H 4.408 -0.260 0.093
H 3.578 1.178 0.748
H 3.227 0.628 -0.904
O 0.772 1.336 -0.887
C 0.620 1.962 0.215
O 0.046 1.347 1.170
C 1.102 3.344 0.365
C 0.917 4.034 1.564
C 1.388 5.330 1.696
C 2.047 5.942 0.637
C 2.216 5.236 -0.539
C 1.758 3.947 -0.703
N 2.921 5.880 -1.675
O 3.316 7.011 -1.509
O 3.054 5.217 -2.686
H 0.402 3.552 2.383
H 1.247 5.868 2.622
H 2.427 6.951 0.711
H 1.913 3.433 -1.639

Formula: C2H9N2O
Source: the Open Molecules 2025 dataset
Level of theory: ωB97M-V with the def2-TZVPD basis set

spin multiplicity: 1
net charge: +1
HOMO-LUMO gap: 10.141 eV
energy relative to the best compared isomer or geometry (same formula, charge and spin): 1.7571 eV

Element x y z (Å)
C -0.137 0.462 -1.083
C 0.739 -0.529 -0.904
N 1.692 -1.000 -1.795
N -1.036 0.804 0.034
H -0.220 1.073 -1.969
H 0.786 -0.911 0.117
H 2.633 -0.699 -1.610
H 1.393 -0.814 -2.749
H -2.028 0.783 -0.210
H -0.817 1.678 0.516
H -0.913 0.093 0.789
H 0.069 -0.229 2.922
H -1.354 -0.344 3.377
O -0.808 -0.365 2.566

Number 1: E_tot -7765.603 eV. Number 2: E_tot -9335.283 eV. Number 3: E_tot -17097.732 eV. Number 4: E_tot -42547.918 eV. Number 5: E_tot -48228.810 eV. Number 6: E_tot -7240.599 eV.